Molecular formula: C27H43HoNOP2Si2
Method: DFT, ωB97M-V/def2-TZVPD

XYZ file:
```
77
Properties=species:S:1:pos:R:3:forces:R:3:mulliken_charge:R:1
Ho 0.0330 0.1836 -1.3312 -2.3 0.7 -0.8 -0.887
P -0.9246 1.7059 1.1418 0.0 1.6 0.4 0.968
P 1.1256 -1.1849 1.1641 1.4 -0.6 0.9 1.213
Si -1.0888 0.7686 -4.0591 0.3 -0.3 -1.1 0.020
Si 1.2332 -1.4977 -3.7721 0.7 -0.5 -0.4 0.059
O -2.5281 -1.5940 0.1106 2.5 2.0 -1.6 -0.322
N 2.9504 2.3909 1.3904 -3.6 -2.7 -1.0 -0.660
C 0.6103 0.2074 -3.5551 -1.1 0.0 0.1 0.288
C 1.0064 5.0201 -1.2120 0.8 0.1 -0.7 -0.888
C 2.5014 -0.5574 2.3413 0.0 0.7 0.0 -1.526
C -1.7426 1.9035 -2.6762 -0.3 0.2 0.4 -1.150
C 1.9340 -2.7416 0.6114 0.0 -0.1 -0.2 -1.516
C 0.0468 3.1460 1.9082 0.5 -0.4 0.0 -1.416
C -2.4221 2.6391 0.6307 -0.2 -0.1 0.1 -1.399
C 2.4003 3.0601 -0.9231 0.6 -0.7 0.0 1.428
C 2.9474 -1.6496 -2.9902 0.1 0.1 -0.1 -0.562
C 0.4890 4.8306 0.0767 -0.2 -1.3 0.7 -0.304
C 1.3728 -1.9405 -5.5898 0.1 -0.4 0.2 -1.080
C 0.1825 -2.8605 -2.9409 -0.4 0.1 0.2 -0.759
C 5.5150 -0.5003 0.0914 0.5 1.0 -1.4 -0.797
C 3.2293 2.0279 -1.4539 1.4 1.2 1.9 -1.436
C 0.0802 -1.9333 2.4679 -0.5 0.1 0.2 -1.459
C 2.1268 3.0588 0.4906 1.4 -0.2 -0.5 0.483
C 3.4857 1.2384 0.8677 0.0 1.7 -1.0 0.362
C -1.5616 1.0076 2.6986 -0.2 -0.5 -0.1 -1.361
C 5.0255 0.4117 -0.8407 0.3 -1.2 0.2 -0.521
C 3.9072 1.2044 -0.5107 -0.5 0.9 -0.7 1.302
C 4.7938 -0.7535 1.2706 -1.2 0.0 0.2 -0.495
C 3.6496 -0.0147 1.5538 1.1 0.0 0.6 -0.157
C -2.3821 -0.5883 -4.2842 -0.3 0.1 0.2 -0.943
C -1.0252 1.7404 -5.6538 -0.2 0.2 -0.1 -1.194
C -1.6499 -0.9957 -0.3475 -4.3 -3.7 3.1 0.603
C 1.9097 4.1102 -1.7284 -0.7 0.3 -0.4 -0.673
C 0.9138 3.7477 0.8515 0.4 1.2 0.0 -0.420
H -1.0032 2.5978 -2.2341 0.0 -0.2 0.0 0.302
H -0.1138 -1.2235 3.2816 0.1 -0.2 -0.2 0.406
H 1.1918 -3.3636 0.0923 0.2 0.1 0.1 0.371
H 3.5546 2.0835 -2.4979 -0.2 -0.2 0.3 0.413
H 2.3143 -3.2992 1.4807 -0.1 0.2 -0.3 0.555
H 0.6756 2.6956 2.6883 -0.3 0.2 0.0 0.540
H 0.3321 -3.0186 -1.8598 0.0 0.2 -0.2 0.023
H 3.4703 -2.5307 -3.3852 -0.1 0.1 0.2 0.461
H 5.0738 -1.5794 1.9346 -0.2 0.1 -0.5 0.437
H 3.5500 -0.7718 -3.2491 0.0 -0.1 -0.1 0.161
H -2.1868 3.3641 -0.1628 -0.2 -0.3 0.3 0.271
H -0.8842 -2.2207 2.0460 0.0 -0.1 0.1 0.324
H 5.4594 0.5662 -1.8392 -0.1 -0.4 0.5 0.461
H -0.8918 -2.7609 -3.1159 -0.1 0.1 0.0 0.359
H -2.0015 1.7492 -6.1606 0.2 0.0 0.2 0.378
H -0.3183 5.4575 0.4693 0.1 -0.3 -0.3 0.462
H 2.7566 -2.5226 -0.0779 -0.2 -0.1 0.2 0.225
H 1.5372 0.6863 -1.7811 4.2 0.8 0.3 -0.025
H -0.7341 2.7840 -5.4768 0.1 -0.2 -0.1 0.317
H 0.4331 -3.8274 -3.3987 0.2 0.2 0.1 0.434
H 2.2992 4.1831 -2.7549 -0.4 0.0 0.4 0.422
H -3.2204 -0.1969 -4.8803 0.2 0.0 0.2 0.429
H 0.5579 -2.8334 2.8750 0.0 0.3 -0.1 0.506
H -3.1781 1.9217 0.2777 0.1 0.3 0.0 0.370
H -0.3091 1.2712 -6.3354 0.0 0.1 0.1 0.317
H 2.0482 0.2375 2.9457 0.0 -0.2 0.1 0.426
H -1.9789 -1.4356 -4.8443 0.0 0.0 0.1 0.306
H 2.9743 -1.6922 -1.8924 -0.1 0.0 -0.3 -0.211
H -2.0331 0.0379 2.5017 0.1 0.1 0.3 0.351
H 0.6637 5.8484 -1.8180 0.1 0.0 0.0 0.419
H 2.8155 -1.3944 2.9806 -0.3 0.1 -0.2 0.692
H -2.8261 -0.9552 -3.3441 0.2 -0.1 -0.2 0.253
H -2.4817 2.5685 -3.1431 0.1 -0.1 0.1 0.553
H -0.6900 3.8513 2.3128 0.2 -0.2 0.1 0.669
H -2.3250 1.6847 3.0984 0.3 -0.1 0.1 0.551
H 1.8802 -2.9121 -5.7150 -0.2 0.3 0.0 0.349
H 0.3790 -2.0172 -6.0520 0.3 0.1 0.0 0.320
H -2.8287 3.1499 1.5206 0.1 -0.1 -0.5 0.594
H 6.4131 -1.0612 -0.1472 -0.1 0.1 0.2 0.397
H -2.3228 1.4078 -1.8752 0.2 0.1 -0.1 0.318
H 1.9684 -1.1729 -6.0971 -0.2 -0.1 0.0 0.325
H -0.7324 0.8978 3.4068 -0.3 -0.1 -0.1 0.363
H 1.3506 0.9225 -3.9286 -0.1 -0.1 -0.1 0.604
```
Forces are in eV/Å.

Its spin multiplicity is 5. For the lowest unoccupied orbital energy (spin up / spin down), the calculation gives -4.06 / -3.98 eV. As for the energy above the lowest of the compared OMol25 structures with the same formula, charge and spin: 0.0 kcal per mole. The total charge is +1. As for the total energy: -92356.8772 eV. As for the HOMO-LUMO gap (spin up / spin down): 0.209 / 0.210 Ha.

***

Molecular formula: C20H19N3O5S
Method: DFT, ωB97M-V/def2-TZVPD

XYZ file:
```
48
Properties=species:S:1:pos:R:3:forces:R:3:mulliken_charge:R:1
S 1.2677 3.4273 -0.7492 -0.2 0.5 -0.2 -0.368
O -8.7172 -1.7171 0.2143 0.0 -0.1 0.1 -0.369
O 6.0383 -2.8214 0.3743 -0.3 0.0 0.2 -0.488
O 6.6395 -1.6504 -1.5142 -0.3 0.5 -0.2 -0.488
O -4.9177 0.3110 -1.6580 -0.1 0.2 -0.2 -0.652
O 1.8901 -0.3463 2.3616 0.0 -0.1 0.1 -0.690
N -5.0443 -1.2024 0.0141 -0.1 -0.2 0.3 -0.129
N 1.6267 1.3583 0.8903 0.2 0.1 -0.1 0.124
N 3.0691 1.5790 -0.9270 -0.1 0.1 0.0 -0.097
C 5.5614 -1.0546 -0.9470 -0.3 -0.1 0.5 0.993
C -1.6902 2.1546 0.3865 -0.1 0.0 0.1 -0.478
C -3.1782 0.3081 -0.0337 0.3 0.2 0.0 0.716
C -0.8171 1.3103 1.0591 0.0 0.0 0.0 1.023
C 4.8858 0.0616 -1.3662 0.2 -0.2 0.0 -1.318
C -2.2966 -0.5403 0.6300 -0.1 0.1 -0.1 -0.985
C 3.4202 -0.2342 0.5654 0.1 0.2 -0.3 0.194
C 0.4694 1.8301 1.6481 -0.3 0.1 0.4 -2.237
C -9.2987 -1.4023 -1.0293 0.0 0.0 0.0 -0.676
C 4.1267 -1.3770 0.9759 0.4 -0.2 -0.2 -1.515
C -6.3270 -1.7215 -0.3897 -0.4 0.0 -0.1 -0.780
C 3.7955 0.4694 -0.5843 0.0 -0.6 0.6 0.258
C -2.8563 1.6552 -0.1620 -0.1 -0.1 0.0 -0.762
C 6.9532 -2.7626 -0.6969 0.9 -0.9 -0.1 -0.258
C -1.1257 -0.0417 1.1679 0.0 0.0 0.1 -0.421
C 2.0035 2.0527 -0.2236 0.3 0.3 -0.4 0.207
C 5.1882 -1.7650 0.2084 -0.2 0.4 -0.2 1.105
C -7.4705 -1.1139 0.4452 0.3 0.0 0.0 -0.348
C -4.4515 -0.1721 -0.6452 0.1 -0.2 0.1 0.315
C 2.2745 0.2148 1.3576 0.3 -0.2 0.0 1.046
H 3.8212 -1.9028 1.8641 0.0 -0.1 0.1 0.505
H -10.3137 -1.7939 -0.9970 0.0 0.0 -0.1 0.245
H 6.8873 -3.6855 -1.2938 -0.1 0.3 0.1 0.251
H 0.5948 1.4554 2.6671 0.0 0.1 -0.2 0.464
H 7.9768 -2.6528 -0.3066 -0.3 0.1 -0.1 0.249
H -4.7042 -1.4622 0.9260 0.1 0.1 -0.1 0.299
H -1.4527 3.2021 0.2834 0.0 0.1 0.0 0.420
H -2.5061 -1.5978 0.7059 0.0 -0.1 0.0 0.439
H 3.3227 2.1129 -1.7484 -0.2 0.0 0.2 0.283
H 0.4819 2.9215 1.6418 0.0 -0.2 0.0 0.693
H -6.3366 -2.8096 -0.2781 0.0 0.1 -0.1 0.256
H 5.1769 0.6011 -2.2513 0.1 0.1 -0.1 0.417
H -7.2679 -1.2735 1.5092 0.1 0.1 -0.1 0.302
H -9.3302 -0.3181 -1.1864 0.0 0.0 0.0 0.308
H -7.5187 -0.0318 0.2517 0.0 -0.1 0.1 0.331
H -6.4498 -1.4603 -1.4430 0.0 -0.1 0.1 0.384
H -8.7611 -1.8657 -1.8627 0.0 0.0 0.0 0.279
H -0.4447 -0.7018 1.6842 0.1 -0.1 0.1 0.510
H -3.5348 2.3006 -0.6987 -0.1 0.0 -0.1 0.444
```
Forces are in eV/Å.

For the lowest unoccupied orbital energy, the calculation gives 0.17 eV. As for the energy above the lowest of the compared OMol25 structures with the same formula, charge and spin: 0.0 kcal per mole. Its SMILES is COCCNC(=O)c1ccc(Cn2c(=S)[nH]c3cc4c(cc3c2=O)OCO4)cc1. As for the total energy: -46592.2794 eV. As for the HOMO-LUMO gap: 0.308 Ha.

***

Question: Look up the energy above the lowest of the compared OMol25 structures with the same formula, charge and spin of the first one.
Answer: 0.0 kcal per mole